ORCA calculation (the ωB97M-V functional and the def2-TZVPD basis) on an isolated molecule of C4H10NO2P.

```
18
C4H10NO2P the ωB97M-V functional and the def2-TZVPD basis
C 2.155 1.972 -0.118
C 1.476 0.841 -0.332
C -2.516 -0.367 0.137
C 0.466 0.064 0.450
N 0.677 -1.341 -0.007
O -1.438 1.953 0.507
O -1.125 0.785 -1.832
P -1.127 0.699 -0.187
H 2.990 2.164 -0.888
H 1.921 2.494 0.769
H 1.815 0.355 -1.262
H -3.182 0.436 0.363
H -2.679 -1.002 -0.786
H -2.338 -0.943 1.028
H 0.400 0.204 1.492
H -0.320 1.299 -1.897
H -0.200 -1.784 0.035
H 1.382 -1.825 0.455
```

Lowest unoccupied orbital energy in eV: 0.81
Relative energy (zero: lowest compared OMol25 entry of this formula, charge and spin) in kJ/mol: 157.69
E_HOMO in eV: -9.755
Kohn-Sham gap in eV: 10.57
Strongest force on any atom in eV Å⁻¹: 3.370
Total energy in hartree: -705.002711

Atomic partial charges in e from the natural (NBO) method, atoms 1 to 6: -0.37, -0.24, -1.04, -0.45, -0.83, -1.11